ORCA calculation (ωB97M-V/def2-TZVPD) on a gas-phase ion, C4H9NOS (charge -1).

Geometry as XYZ:
```
16
C4H9NOS | the Open Molecules 2025 dataset | ωB97M-V/def2-TZVPD
O -3.25414 -0.53119 0.10056
C -2.18683 -0.82710 -0.30981
C -0.87453 -0.16368 0.20497
C 0.45741 -0.27523 -0.59412
C 1.59269 0.81689 -0.22538
S 1.30675 2.47305 -0.99038
N -0.54117 -0.83949 1.53594
H -2.06242 -1.76187 -1.05926
H -1.26652 0.89030 0.35049
H 0.34581 -0.29130 -1.62062
H 1.03997 -1.28226 -0.54298
H 1.62824 0.95623 0.85470
H 2.47789 0.32093 -0.57400
H 2.57748 2.65697 -1.26594
H -0.39877 -0.35645 2.38665
H -0.84186 -1.78580 1.74916
```

Summary:
2S+1   2
⟨S²⟩   0.753
Orbital gap (spin up / spin down)   2.30 / 6.50 eV
Charge   -1
DFT total energy   -685.8893 Ha
Strongest force on any atom   8.38 eV/A